{
  "formula": "C17H17N2O4PtS3",
  "method": "ωB97M-V/def2-TZVPD",
  "species": ["Pt", "C", "C", "N", "N", "C", "S", "S", "C", "C", "C", "C", "C", "C", "C", "C", "C", "C", "C", "C", "C", "O", "H", "H", "H", "H", "H", "H", "H", "H", "H", "H", "H", "H", "H", "H", "C", "S", "O", "O", "O", "H", "H", "H"],
  "xyz": [[-0.192, 0.074, 0.283], [0.956, -2.503, -3.004], [0.700, -2.001, -1.603], [0.215, -0.796, -1.441], [0.028, -0.060, -2.616], [-0.468, 1.115, -2.441], [-0.940, 1.802, -0.949], [-0.520, 2.154, -3.890], [1.295, 2.376, -4.048], [1.912, 2.864, -2.770], [1.829, 4.205, -2.406], [2.286, 4.627, -1.168], [2.812, 3.708, -0.268], [2.904, 2.372, -0.622], [2.474, 1.959, -1.875], [1.021, -2.896, -0.503], [1.517, -4.185, -0.827], [1.882, -5.113, 0.110], [1.768, -4.782, 1.472], [1.294, -3.559, 1.838], [0.895, -2.576, 0.882], [0.449, -1.477, 1.375], [0.688, -1.752, -3.734], [0.370, -3.403, -3.190], [2.009, -2.758, -3.123], [1.414, 3.099, -4.857], [1.726, 1.426, -4.358], [1.371, 4.914, -3.087], [2.207, 5.672, -0.892], [3.120, 4.023, 0.721], [3.262, 1.647, 0.097], [2.521, 0.910, -2.142], [1.617, -4.464, -1.865], [2.255, -6.081, -0.198], [2.057, -5.498, 2.233], [1.194, -3.273, 2.877], [0.011, 3.492, 2.097], [0.379, 1.893, 2.773], [0.063, 1.960, 4.179], [1.749, 1.594, 2.419], [-0.614, 0.982, 2.082], [0.646, 4.218, 2.602], [-1.039, 3.708, 2.283], [0.223, 3.482, 1.031]],
  "forces_ev_per_angstrom": [[-0.06, -0.05, 0.05], [-0.01, 0.04, -0.02], [-0.01, 0.02, -0.02], [-0.01, 0.03, -0.08], [-0.03, 0.09, 0.03], [0.04, -0.09, 0.01], [0.01, 0.06, -0.03], [0.00, -0.02, -0.01], [0.00, 0.02, 0.01], [0.01, 0.00, -0.01], [0.00, 0.00, 0.01], [0.00, 0.00, -0.01], [-0.01, 0.02, 0.01], [0.00, -0.01, -0.01], [0.01, 0.00, 0.01], [0.00, -0.01, -0.04], [0.02, -0.03, -0.02], [0.00, 0.00, 0.00], [0.00, 0.00, 0.01], [0.00, 0.02, -0.01], [0.00, -0.04, 0.08], [0.02, 0.03, 0.02], [0.00, 0.00, 0.00], [0.01, 0.00, 0.01], [0.01, -0.02, 0.01], [0.00, 0.00, 0.00], [-0.01, -0.01, 0.01], [0.00, 0.00, 0.00], [0.00, 0.00, 0.00], [0.01, -0.01, 0.00], [0.00, 0.00, 0.00], [0.00, 0.00, 0.00], [0.00, 0.01, 0.02], [0.00, 0.00, 0.00], [0.00, 0.00, 0.00], [0.00, 0.00, 0.00], [0.02, 0.02, 0.00], [-0.03, -0.10, 0.01], [-0.01, 0.02, 0.01], [-0.03, 0.04, -0.01], [0.07, 0.00, 0.00], [0.00, -0.01, 0.01], [0.00, 0.00, 0.00], [0.00, 0.00, -0.04]],
  "nbo_charge": [0.784, -0.684, 0.326, -0.308, -0.408, -0.099, -0.082, 0.215, -0.523, -0.044, -0.215, -0.234, -0.165, -0.201, -0.214, -0.257, -0.147, -0.301, -0.201, -0.232, 0.402, -0.682, 0.264, 0.222, 0.222, 0.222, 0.224, 0.203, 0.203, 0.208, 0.237, 0.215, 0.200, 0.200, 0.200, 0.216, -0.908, 2.416, -0.989, -0.997, -0.991, 0.226, 0.231, 0.245],
  "orbital_gap_ev": 7.5261,
  "e_homo_ha": -0.184,
  "total_charge": -1,
  "e_lumo_ha": 0.0925,
  "e_above_lowest_kcal_mol": 0.0,
  "total_energy_ev": -64831.2475
}

=====

{
  "formula": "C17H17N3O2",
  "method": "ωB97M-V/def2-TZVPD",
  "species": ["C", "C", "O", "N", "C", "C", "C", "C", "N", "C", "C", "C", "C", "O", "C", "C", "C", "C", "N", "C", "C", "C", "H", "H", "H", "H", "H", "H", "H", "H", "H", "H", "H", "H", "H", "H", "H", "H", "H"],
  "xyz": [[-7.167, -1.234, -0.460], [-5.885, -0.291, -0.541], [-5.942, 0.945, -0.973], [-4.860, -0.891, -0.045], [-3.615, -0.489, -0.001], [-3.373, 0.903, -0.172], [-2.124, 1.334, 0.126], [-1.062, 0.675, 0.389], [0.254, 1.013, 0.601], [1.481, 0.695, 0.604], [2.491, 1.422, 1.224], [1.605, -0.629, -0.127], [2.757, -1.413, -0.079], [2.832, -2.756, -0.295], [4.096, -0.718, -0.244], [4.416, 0.461, -1.322], [5.535, 0.974, -1.273], [6.545, 0.455, -0.673], [6.317, -0.418, 0.454], [5.239, -0.954, 0.469], [-1.429, -0.609, 0.826], [-2.618, -1.155, 0.725], [-6.963, -2.102, -1.323], [-8.084, -0.706, -0.696], [-7.466, -1.513, 0.485], [-4.958, -1.615, 0.329], [-4.107, 1.557, -0.653], [-1.817, 2.345, -0.356], [0.275, 2.234, 0.886], [3.447, 0.813, 1.500], [2.225, 2.138, 1.920], [2.892, 2.137, 0.233], [0.766, -0.986, -0.343], [3.494, 0.488, -1.877], [5.828, 1.736, -2.118], [7.586, 1.047, -0.888], [5.095, -1.820, 1.308], [-0.746, -1.160, 1.304], [-2.960, -1.913, 1.073]],
  "forces_ev_per_angstrom": [[1.57, 0.31, -4.68], [-5.43, 5.09, -1.92], [0.10, -5.38, 1.39], [1.61, 10.09, -6.36], [3.55, 6.00, 1.42], [-1.00, -1.87, -1.00], [-0.58, 8.11, -4.61], [2.37, -7.10, 2.48], [-2.82, 11.21, 2.46], [0.52, -9.17, -4.19], [5.74, 1.83, -3.17], [6.86, 5.84, 4.43], [2.43, -5.42, -2.92], [-0.76, 5.91, 1.39], [0.87, 3.83, -3.44], [-11.98, -8.94, 4.32], [5.02, 6.99, -6.83], [6.11, -0.86, 6.51], [9.20, 5.16, -4.36], [-7.68, -6.71, 4.21], [1.40, 0.86, -0.37], [-0.25, 7.87, -5.63], [-0.83, 1.98, 2.73], [0.23, 0.50, -1.01], [0.47, -1.57, 2.37], [-2.81, -14.39, 6.83], [0.46, -0.36, 0.57], [-1.10, -0.79, 1.27], [-0.61, -4.32, -0.88], [-2.05, 1.19, -0.41], [-0.81, 1.13, 1.72], [-0.73, -1.77, 2.73], [-6.75, -3.29, -2.01], [0.27, 1.27, -0.75], [-0.71, -1.06, 1.60], [-2.26, -2.25, 1.21], [0.29, 1.90, -1.61], [2.79, -2.00, 1.81], [-2.70, -9.82, 4.65]],
  "nbo_charge": [-0.710, 0.674, -0.634, -0.532, 0.160, -0.251, -0.149, 0.098, -0.491, 0.345, -0.673, -0.442, 0.428, -0.624, -0.093, -0.149, -0.329, 0.054, -0.406, 0.032, -0.181, -0.203, 0.229, 0.245, 0.227, 0.363, 0.284, 0.188, 0.354, 0.295, 0.234, 0.255, 0.191, 0.241, 0.207, 0.206, 0.167, 0.212, 0.178],
  "orbital_gap_ev": 7.2828,
  "e_homo_ha": -0.288,
  "e_lumo_ha": -0.0208,
  "smiles": "CC(=O)Nc1ccc(N/C(C)=C/C(=O)c2cccnc2)cc1",
  "e_above_lowest_kcal_mol": 343.4,
  "total_energy_ev": -26456.7222
}

=====

{
  "formula": "C17H17N3O2S",
  "method": "ωB97M-V/def2-TZVPD",
  "species": ["O", "S", "O", "C", "C", "C", "C", "C", "N", "N", "C", "C", "C", "C", "C", "C", "C", "C", "C", "C", "N", "C", "C", "H", "H", "H", "H", "H", "H", "H", "H", "H", "H", "H", "H", "H", "H", "H", "H", "H"],
  "xyz": [[-0.230, 2.136, -2.971], [-0.812, 2.681, -1.760], [-1.842, 3.670, -2.242], [0.283, 3.725, -0.769], [0.374, 5.101, -0.957], [1.396, 5.880, -0.383], [2.366, 5.230, 0.480], [2.113, 3.870, 0.736], [1.126, 3.158, 0.203], [-1.652, 1.345, -0.819], [-3.111, 1.300, -0.495], [-3.444, 0.024, -0.149], [-2.205, -0.768, -0.048], [-2.060, -2.075, 0.182], [-0.840, -2.621, 0.095], [0.307, -1.869, -0.121], [0.132, -0.477, -0.534], [-1.117, 0.060, -0.373], [1.726, -2.495, -0.262], [2.200, -3.461, 0.866], [1.163, -3.497, 1.875], [-0.096, -4.298, 1.670], [-0.831, -4.061, 0.349], [-0.268, 5.633, -1.650], [1.474, 6.908, -0.518], [3.248, 5.774, 0.787], [2.771, 3.208, 1.237], [-3.720, 2.167, -0.609], [-4.436, -0.188, 0.157], [-2.968, -2.636, 0.358], [0.989, 0.163, -0.803], [1.704, -2.946, -1.246], [2.504, -1.757, -0.323], [2.402, -4.415, 0.310], [3.109, -3.175, 1.438], [0.855, -2.543, 1.983], [0.193, -5.305, 1.650], [-0.758, -4.258, 2.593], [-1.759, -4.550, 0.486], [-0.283, -4.638, -0.419]],
  "forces_ev_per_angstrom": [[1.22, -0.84, 2.31], [-4.63, 1.36, -3.34], [1.50, -2.11, 2.82], [2.89, -0.32, 3.62], [-0.18, 0.67, -1.05], [1.32, -3.70, 2.31], [-2.31, 0.33, -2.00], [-0.39, 0.37, -1.13], [-1.92, 0.24, -2.80], [-0.05, 0.81, 0.66], [2.32, -1.19, -0.88], [1.79, 1.89, 0.14], [-1.79, 3.32, -0.45], [-1.80, 0.04, 0.10], [0.75, -1.24, 0.09], [1.12, 2.23, -1.61], [1.23, -1.40, 1.51], [-0.84, 1.09, -1.94], [-0.32, 0.46, 0.01], [-0.92, -0.58, -0.96], [-1.64, -1.29, 1.26], [1.01, 0.64, 0.90], [2.55, -1.08, 0.52], [-0.25, -0.37, 0.01], [-0.06, 1.54, -0.58], [-0.09, -0.19, 0.36], [0.76, 0.04, 1.07], [-0.07, 0.42, -0.20], [-0.59, -0.62, 0.16], [0.18, -0.36, 0.06], [-0.42, -0.56, 0.09], [0.23, -0.56, -0.21], [-0.04, 0.95, -0.25], [-0.25, 0.34, 1.25], [-0.32, 0.15, -0.98], [0.10, 0.20, 0.36], [0.65, -1.69, 0.14], [0.76, 0.67, -1.12], [-1.34, -0.01, -0.34], [-0.15, 0.36, 0.08]],
  "nbo_charge": [-0.860, 2.182, -0.920, -0.077, -0.209, -0.154, -0.214, 0.024, -0.389, -0.611, 0.008, -0.286, -0.010, -0.204, -0.051, 0.003, -0.211, 0.125, -0.457, -0.223, -0.630, -0.205, -0.442, 0.254, 0.222, 0.232, 0.208, 0.234, 0.230, 0.211, 0.231, 0.215, 0.217, 0.195, 0.206, 0.352, 0.188, 0.198, 0.219, 0.202],
  "orbital_gap_ev": 7.7780,
  "e_homo_ha": -0.304,
  "e_lumo_ha": -0.0182,
  "smiles": "O=S(=O)(c1ccccn1)n1ccc2cc3c(cc21)CCNCC3",
  "e_above_lowest_kcal_mol": 145.4,
  "total_energy_ev": -37301.0905
}